Record 1
Here is the molecule C6H12O from the Open Molecules 2025 dataset. Energies are from the ωB97M-V functional and the def2-TZVPD basis.

Its relative energy (zero: lowest compared OMol25 entry of this formula, charge and spin) is 27.08 kcal/mol. The calculation puts the molar mass at 100.161 g mol⁻¹. Its net charge is 0. The spin multiplicity is 1.

CARTESIAN COORDINATES (ANGSTROEM)
C: -2.058482 -0.149667 1.007444
C: -1.282447 0.910412 0.224200
C: -0.406214 0.320653 -0.866994
C: 0.982076 0.834195 -1.128965
C: 0.781729 -0.561469 -0.588567
C: 1.262651 -0.897403 0.800908
O: 2.645681 -1.199114 0.809775
H: -2.527457 -0.873058 0.331288
H: -2.847469 0.299174 1.619586
H: -1.395698 -0.708480 1.676987
H: -0.679268 1.513710 0.914229
H: -1.984960 1.609840 -0.247181
H: -0.967579 0.030228 -1.754565
H: 1.321329 0.963713 -2.152690
H: 1.361269 1.583359 -0.434038
H: 0.944405 -1.371263 -1.298109
H: 1.031751 -0.073245 1.496324
H: 0.762468 -1.794885 1.180370
H: 3.086668 -0.492569 0.320108

Cartesian forces, eV/Å:
C -0.0319 -0.0632 0.0316
C 0.0578 0.0531 0.0174
C -0.1327 -0.0137 -0.0207
C 0.1006 0.1635 -0.0648
C 0.0533 -0.1674 0.0236
C -0.4085 0.0592 0.0383
O 0.2126 0.1952 -0.0762
H 0.0289 0.1121 0.0698
H 0.1167 -0.0453 -0.0750
H -0.0947 0.0584 -0.1187
H -0.0539 -0.1067 -0.0887
H 0.1110 -0.0887 0.0650
H 0.0957 0.0269 0.1388
H -0.0692 -0.0456 0.1593
H -0.0811 -0.1299 -0.0946
H -0.0396 0.1270 0.0937
H 0.0610 -0.1172 -0.1203
H 0.0548 0.1197 -0.0662
H 0.0193 -0.1372 0.0878

Atomic partial charges in e from the natural (NBO) method, atoms 1 to 6:
1 C -0.605
2 C -0.401
3 C -0.212
4 C -0.429
5 C -0.261
6 C -0.062

Record 2
Here is a cluster of 2 separate species, C6H12NO in total at a distorted geometry from the Open Molecules 2025 dataset. Energies are from the ωB97M-V functional and the def2-TZVPD basis.

Its relative energy (zero: lowest compared OMol25 entry of this formula, charge and spin) is 171.52 kcal/mol. The calculation puts the molar mass at 114.168 g mol⁻¹. Its net charge is +1. The spin multiplicity is 1.

CARTESIAN COORDINATES (ANGSTROEM)
C: -0.365651 0.441797 -1.362215
O: -0.471450 0.926772 -0.173769
C: 1.116183 -0.188337 -1.465426
C: 1.462791 -1.032182 -0.253158
C: 0.469679 -2.127978 0.111610
C: 0.748964 -3.413354 -0.120111
C: -2.170511 3.508569 2.394167
N: -1.500671 2.493552 2.094111
H: -1.081985 -0.345992 -1.620203
H: -0.343244 1.197422 -2.178386
H: -1.285479 2.385852 1.094873
H: 1.296475 -0.690666 -2.420280
H: 1.843387 0.627824 -1.430812
H: 2.345643 -1.606882 -0.554448
H: 1.501701 -0.429998 0.656247
H: 1.695318 -3.774668 -0.509520
H: 0.002450 -4.195411 -0.040030
H: -2.568015 4.220758 1.678078
H: -2.291499 3.785694 3.441010
H: -0.404085 -1.782772 0.658263

Cartesian forces, eV/Å:
C -2.5240 0.8127 0.1994
O 0.3377 -0.0842 -0.6284
C 3.6058 -0.1443 0.5634
C -1.8596 -1.5349 0.1240
C 0.9168 0.2109 -0.1898
C -0.6244 -0.2750 -0.4269
C 0.4074 0.2505 0.2925
N 0.1957 0.0773 -0.0860
H 0.1837 -0.6343 0.3240
H 0.7806 0.1794 0.1720
H -0.1886 -0.2759 -0.1062
H -0.9896 -0.0163 -0.0867
H -0.5735 0.4281 -0.1890
H 0.3368 0.5106 0.1704
H 0.5145 0.4621 -0.1880
H 0.0784 0.3386 -0.0186
H -0.0504 0.1101 0.4397
H -0.1534 0.0711 -0.3025
H -0.2129 -0.2686 0.0698
H -0.1810 -0.2180 -0.1332

Atomic partial charges in e from the natural (NBO) method, atoms 1 to 6:
1 C -0.068
2 O -0.191
3 C -0.263
4 C -0.451
5 C -0.173
6 C -0.275

Record 3
Here is a structure of composition C18H21BrN2O9P2Pd from the Open Molecules 2025 dataset. Energies are from the ωB97M-V functional and the def2-TZVPD basis.

Its relative energy (zero: lowest compared OMol25 entry of this formula, charge and spin) is 0.00 kcal/mol. The calculation puts the molar mass at 657.643 g mol⁻¹. Its net charge is 0. The spin multiplicity is 1.

CARTESIAN COORDINATES (ANGSTROEM)
Pd: -0.886346 0.324793 -0.776107
O: -2.095209 4.468553 2.839037
C: -0.872091 4.642744 2.244910
C: -0.120006 5.793591 2.455142
C: 1.120276 5.924533 1.854658
C: 1.624600 4.907637 1.052786
C: 0.868371 3.766973 0.847191
C: -0.392254 3.630352 1.423664
C: -1.181891 2.375540 1.139404
O: -1.300098 2.163303 -0.230102
N: -0.429760 1.243090 1.760015
N: -0.780315 0.038407 1.212412
C: -0.833235 -1.025102 1.905527
C: -1.154328 -2.347106 1.375775
Br: -2.292143 -2.417844 -0.137205
C: -0.742202 -3.438503 2.020441
C: -0.926386 -4.857494 1.679232
C: -0.753034 -5.337875 0.382803
C: -0.910682 -6.688348 0.113883
C: -1.245274 -7.571074 1.131007
C: -1.401540 -7.102909 2.428560
C: -1.228542 -5.756327 2.701558
H: -2.328606 5.270024 3.317496
H: -0.509335 6.581884 3.090384
H: 1.698480 6.824113 2.022478
H: 2.600415 5.001986 0.596584
H: 1.257824 2.947350 0.249918
H: -2.177275 2.433632 1.593767
H: -0.489732 1.243922 2.775028
H: -0.611372 -0.965847 2.970736
H: -0.194207 -3.247975 2.941098
H: -0.470507 -4.657820 -0.408910
H: -0.765827 -7.052649 -0.894617
H: -1.371616 -8.624016 0.915678
H: -1.650583 -7.787851 3.228272
H: -1.339096 -5.391371 3.715973
C: 2.583053 1.344997 -3.910882
C: 1.355652 0.607036 -3.412680
O: 0.905924 -0.312710 -4.425391
P: -0.105548 1.682882 -3.233217
O: -0.377775 2.226271 -4.692367
O: 0.111463 2.967965 -2.392514
O: -1.249953 0.839245 -2.720933
P: 1.654015 -0.257992 -1.810910
O: 2.963912 -1.155878 -2.067441
O: 1.945029 0.782408 -0.789336
O: 0.460732 -1.198913 -1.644974
H: 2.369132 1.868000 -4.843628
H: 3.383220 0.627220 -4.087227
H: 2.907443 2.070353 -3.165135
H: 0.394889 -0.998219 -3.966861
H: -0.374508 1.494113 -5.327365
H: -0.332766 2.887808 -1.497634
H: 3.689612 -0.786924 -1.549983

Cartesian forces, eV/Å:
Pd -0.2559 -0.0858 -0.4075
O 0.0139 0.0011 -0.0150
C -0.0926 0.0157 -0.0321
C 0.0153 -0.0042 -0.0120
C 0.0140 -0.0010 -0.0053
C -0.0225 0.0203 0.0177
C 0.0211 -0.0432 0.0394
C 0.0896 -0.0109 0.0109
C 0.1046 -0.0563 0.0945
O -0.0848 0.1055 0.0774
N -0.0693 0.1317 -0.0705
N 0.1592 0.0429 -0.3240
C 0.0268 -0.0823 0.1420
C -0.0652 -0.0480 -0.1241
Br 0.0549 -0.0361 0.0676
C 0.0611 -0.0501 0.0745
C 0.0046 0.0664 0.0126
C 0.0038 0.0036 -0.0227
C -0.0027 -0.0025 0.0071
C 0.0025 0.0082 0.0076
C 0.0044 -0.0004 -0.0170
C -0.0147 -0.0100 0.0239
H -0.0032 -0.0013 0.0059
H -0.0031 -0.0004 0.0024
H 0.0013 0.0001 -0.0014
H 0.0017 0.0043 -0.0012
H -0.0166 0.0085 -0.0074
H -0.0135 -0.0325 0.0006
H 0.0024 0.0057 -0.0076
H -0.0095 -0.0117 -0.0025
H 0.0085 -0.0136 -0.0069
H -0.0096 0.0171 -0.0080
H -0.0006 0.0002 -0.0013
H -0.0008 -0.0008 -0.0001
H -0.0004 -0.0005 0.0013
H -0.0017 -0.0030 -0.0003
C -0.0132 0.0246 0.0015
C -0.0094 -0.0521 -0.0044
O 0.0467 -0.0255 -0.0042
P -0.1065 -0.1731 -0.0107
O -0.0527 0.0134 0.0113
O 0.1164 0.2177 0.0323
O 0.0189 -0.0029 0.0429
P 0.2609 0.1704 0.3566
O -0.1774 -0.1339 -0.1454
O 0.0504 -0.0648 -0.0139
O -0.0661 0.1261 0.2088
H 0.0000 -0.0062 -0.0043
H -0.0001 -0.0031 -0.0055
H -0.0010 -0.0041 0.0026
H -0.0150 0.0064 -0.0058
H 0.0491 0.0059 -0.0097
H -0.0346 -0.0402 0.0489
H 0.0106 0.0049 -0.0195

Atomic partial charges in e from the natural (NBO) method, atoms 1 to 6:
1 Pd 1.041
2 O -0.690
3 C 0.387
4 C -0.313
5 C -0.181
6 C -0.244

Record 4
Here is a structure of composition C33H13F15GeN5O5PbS2 from the Open Molecules 2025 dataset. Energies are from the ωB97M-V functional and the def2-TZVPD basis.

Its relative energy (zero: lowest compared OMol25 entry of this formula, charge and spin) is 0.00 kcal/mol. The calculation puts the molar mass at 1188.411 g mol⁻¹. Its net charge is -1. The spin multiplicity is 1.

CARTESIAN COORDINATES (ANGSTROEM)
Pb: 0.600057 -1.313579 2.014347
C: 2.724025 2.879864 2.659717
C: 2.649325 1.430477 3.049658
N: 1.706731 0.874721 3.710329
N: 0.591399 1.576045 4.038593
C: -0.487395 0.888965 4.551828
N: -1.663471 1.529549 4.337379
S: -0.370384 -0.539202 5.379772
C: 3.706407 0.500782 2.544460
C: 4.860925 0.978696 1.933544
C: 5.757519 0.069399 1.392932
C: 5.473416 -1.280600 1.462598
C: 4.290451 -1.668946 2.078923
N: 3.439138 -0.805607 2.615834
H: 1.989990 3.489737 3.182212
H: 3.706171 3.287545 2.896779
H: 2.564868 2.984310 1.583827
H: 0.385860 2.427306 3.532823
H: -1.763684 2.032366 3.466491
H: -2.471887 0.981220 4.583199
H: 5.049662 2.038920 1.853977
H: 6.657385 0.420148 0.903406
H: 6.132524 -2.021499 1.031832
H: 3.991523 -2.711380 2.115127
O: -4.055551 -5.416822 0.136023
C: -3.102494 -4.505638 0.456884
C: -3.420465 -3.189699 0.778659
C: -2.385366 -2.321193 1.063836
N: -1.121037 -2.729279 1.057533
C: -0.808237 -3.994240 0.783522
C: -1.776275 -4.923176 0.458411
C: 0.680375 -4.369382 0.873804
O: 0.988010 -5.506081 0.539391
O: 1.443840 -3.439342 1.299656
C: -2.638469 -0.842314 1.399128
O: -3.813173 -0.489314 1.488774
O: -1.593191 -0.133213 1.543611
H: -4.912988 -4.978230 0.112794
H: -4.437938 -2.817197 0.800329
H: -1.491168 -5.936640 0.217499
F: 0.056185 2.136264 1.343428
C: -0.696563 2.741321 0.418374
C: -0.807728 2.231285 -0.859010
C: -1.589846 2.965258 -1.733199
F: -1.779341 2.534053 -2.989374
C: -2.226093 4.138390 -1.373816
F: -2.967772 4.816360 -2.253851
C: -2.096939 4.609715 -0.079573
F: -2.704918 5.736455 0.288325
C: -1.328711 3.903104 0.823606
F: -1.186957 4.340822 2.085523
Ge: 0.040517 0.533770 -1.425136
S: 1.679211 -0.179141 -0.249908
C: 0.811192 1.071967 -3.189735
C: 1.691518 2.140682 -3.195453
F: 1.965059 2.794066 -2.054203
C: 2.314837 2.601301 -4.340505
F: 3.159470 3.637223 -4.299169
C: 2.050062 1.978066 -5.546184
F: 2.639996 2.402720 -6.664273
C: 1.169747 0.913143 -5.586208
F: 0.910833 0.314091 -6.752596
C: 0.568497 0.482578 -4.415305
F: -0.278817 -0.550426 -4.528981
C: -1.428221 -0.724264 -1.796744
C: -2.782226 -0.446645 -1.702593
F: -3.222179 0.764569 -1.344137
C: -3.750805 -1.397614 -1.973679
F: -5.048567 -1.109344 -1.857362
C: -3.368075 -2.672650 -2.340336
F: -4.295055 -3.606255 -2.561896
C: -2.026444 -2.989430 -2.447963
F: -1.659411 -4.218796 -2.809762
C: -1.087765 -2.011067 -2.182197
F: 0.198880 -2.339052 -2.335548

Cartesian forces, eV/Å:
Pb 0.0905 -0.1235 0.0180
C -0.0369 -0.0420 -0.0307
C -0.1242 -0.0383 0.0737
N 0.1151 0.0460 -0.1181
N -0.0153 -0.0448 0.0828
C 0.0949 -0.0518 0.0141
N -0.0269 0.0774 0.0350
S -0.0228 0.0774 0.0238
C -0.0064 0.1257 0.0116
C -0.0034 -0.0247 0.0071
C 0.0029 0.0527 -0.0005
C -0.0072 -0.0424 0.0151
C 0.0274 -0.0135 0.0137
N -0.0481 -0.0650 -0.0817
H 0.0049 0.0082 0.0040
H 0.0054 0.0064 0.0177
H 0.0133 -0.0007 0.0018
H -0.0095 0.0000 -0.0393
H -0.0013 -0.0319 -0.0533
H -0.0025 -0.0156 0.0040
H 0.0177 0.0006 0.0060
H -0.0005 -0.0007 0.0068
H -0.0114 -0.0008 -0.0058
H -0.0008 0.0082 -0.0030
O 0.0211 0.0090 0.0163
C -0.0174 -0.0453 0.0155
C 0.0251 -0.0101 0.0097
C -0.0145 0.0282 -0.0087
N 0.0120 0.0175 0.0185
C 0.0110 -0.0349 0.0137
C -0.0181 0.0260 -0.0031
C 0.0411 0.0035 -0.1112
O -0.0068 0.0165 0.0562
O -0.0566 0.0251 0.0597
C -0.1126 -0.0385 0.0295
O 0.0566 0.0107 -0.0150
O 0.0715 0.0091 -0.0659
H -0.0135 -0.0025 -0.0067
H -0.0004 0.0007 0.0072
H 0.0008 0.0018 0.0018
F 0.0418 -0.0054 0.0436
C -0.0039 0.0385 -0.0359
C -0.0492 -0.0022 0.0989
C 0.0278 0.0356 0.0313
F 0.0196 -0.0195 -0.0329
C 0.0088 0.0032 -0.0121
F -0.0249 0.0112 -0.0114
C 0.0019 -0.0115 0.0216
F -0.0167 0.0315 0.0124
C 0.0282 -0.0310 -0.0649
F -0.0162 0.0068 0.0093
Ge 0.0117 0.0809 -0.1450
S -0.0336 0.0060 0.0305
C -0.0323 0.0637 0.1308
C 0.0261 0.0131 -0.0362
F 0.0106 -0.0134 0.0241
C -0.0137 -0.0067 -0.0089
F -0.0017 0.0016 -0.0002
C -0.0114 -0.0254 0.0209
F 0.0095 0.0129 -0.0204
C 0.0289 0.0291 -0.0080
F -0.0037 0.0010 0.0108
C -0.0120 -0.0757 -0.0292
F -0.0069 0.0307 -0.0090
C 0.0038 -0.0351 0.0007
C -0.0233 0.0404 0.0081
F 0.0090 -0.0619 -0.0154
C 0.0065 -0.0120 -0.0119
F -0.0294 0.0070 0.0043
C 0.0320 0.0502 -0.0100
F -0.0295 -0.0176 -0.0121
C -0.0008 0.0081 -0.0231
F -0.0098 -0.0081 -0.0129
C 0.0329 -0.0567 0.0023
F -0.0343 -0.0131 0.0295

Atomic partial charges in e from the Löwdin method, atoms 1 to 6:
1 Pb 1.250
2 C -0.021
3 C -0.286
4 N 0.021
5 N -0.028
6 C -0.955

| no. | highest occupied orbital energy (Ha) |
| --- | --- |
| 1 | -0.368 |
| 2 | -0.488 |
| 3 | -0.318 |
| 4 | -0.209 |